No. 1
{
  "formula": "C25H28FeN6O2Se",
  "method": "ωB97M-V with the def2-TZVPD basis set",
  "elements": ["Fe", "O", "C", "C", "C", "C", "C", "C", "C", "N", "N", "C", "O", "C", "C", "C", "C", "C", "C", "H", "H", "H", "H", "H", "H", "H", "H", "H", "H", "N", "C", "C", "C", "N", "H", "H", "H", "H", "H", "H", "H", "H", "H", "H", "C", "N", "C", "Se", "N", "C", "C", "C", "C", "C", "C", "H", "H", "H", "H", "H", "H", "H", "H"],
  "xyz": [[1.473924, 0.067490, -0.376451], [0.650503, -1.398372, 0.699720], [-0.155238, -1.538562, 1.685486], [-0.323501, -2.815349, 2.285247], [-1.218895, -3.009298, 3.296817], [-2.000016, -1.945922, 3.805535], [-1.849985, -0.701728, 3.276916], [-0.940543, -0.449460, 2.215022], [-0.841415, 0.867608, 1.739197], [-0.046044, 1.250756, 0.757592], [-0.153491, 2.512398, 0.391821], [0.847480, 2.877433, -0.451955], [1.829776, 2.128035, -0.656126], [0.737733, 4.195005, -1.083366], [1.817864, 4.694440, -1.810255], [1.721252, 5.924637, -2.433360], [0.543360, 6.655815, -2.341167], [-0.535662, 6.161358, -1.620786], [-0.440955, 4.935164, -0.986605], [0.270566, -3.629612, 1.893532], [-1.333545, -3.997460, 3.723269], [-2.698010, -2.127716, 4.609628], [-2.427246, 0.132560, 3.658293], [-1.450747, 1.643957, 2.202011], [2.725276, 4.111056, -1.875136], [2.560106, 6.316977, -2.991643], [0.467376, 7.616312, -2.832624], [-1.449788, 6.735058, -1.552344], [-1.268966, 4.543746, -0.414730], [3.308536, 0.034003, 0.890050], [4.311202, -1.031927, 0.709470], [4.875338, -1.071902, -0.706053], [3.894673, -1.487600, -1.795646], [2.847834, -0.471839, -2.018306], [3.734473, 0.948036, 0.749041], [2.980557, 0.032556, 1.853530], [3.819713, -1.981854, 0.933604], [5.133705, -0.914279, 1.419557], [5.699785, -1.787050, -0.711794], [5.318228, -0.101615, -0.958253], [3.400047, -2.417249, -1.503401], [4.441644, -1.685727, -2.720552], [2.251132, -0.724431, -2.803938], [3.285016, 0.411161, -2.278083], [-3.269204, 0.499984, -0.592854], [-2.646797, -0.797511, -0.757003], [-1.552100, -1.069455, -1.492275], [-0.487244, 0.127342, -2.417260], [-1.337531, -2.397552, -1.423339], [-2.286897, -3.003005, -0.618661], [-2.486738, -4.318576, -0.233004], [-3.554253, -4.561749, 0.612872], [-4.390716, -3.531897, 1.052370], [-4.194978, -2.219564, 0.658294], [-3.123811, -1.976028, -0.187611], [-2.610226, 1.256038, -1.010114], [-3.426375, 0.693188, 0.469054], [-4.226965, 0.519164, -1.112205], [-0.568098, -2.843147, -1.896075], [-1.840473, -5.116095, -0.571381], [-3.749591, -5.573330, 0.939701], [-5.214668, -3.768603, 1.710923], [-4.846389, -1.425813, 0.995805]],
  "atomic_forces_ev_per_a": [[-0.4, 0.3, 0.3], [0.2, -0.3, 0.0], [0.0, 0.1, -0.3], [-0.1, -0.1, 0.0], [0.1, -0.1, -0.1], [-0.1, 0.2, 0.0], [-0.1, -0.1, 0.2], [0.2, 0.2, -0.1], [-0.3, 0.0, 0.1], [0.8, 0.1, -0.3], [-0.7, -0.1, 0.5], [0.3, -0.2, 0.0], [0.2, -0.1, -0.5], [0.0, 0.1, 0.0], [0.0, 0.0, 0.0], [0.0, 0.0, 0.0], [0.0, 0.0, 0.0], [0.0, 0.0, 0.0], [0.0, 0.0, 0.0], [0.0, 0.0, 0.0], [0.0, 0.0, 0.0], [0.0, 0.0, 0.0], [0.0, 0.0, 0.0], [0.0, 0.0, 0.0], [0.0, 0.0, 0.0], [0.0, 0.0, 0.0], [0.0, 0.0, 0.0], [0.0, 0.0, 0.0], [0.0, 0.0, 0.0], [-0.1, 0.2, 0.1], [0.0, -0.1, -0.1], [-0.1, 0.0, 0.0], [0.0, -0.1, 0.1], [0.0, 0.2, 0.0], [0.0, 0.0, 0.0], [0.0, 0.0, -0.1], [0.0, 0.0, 0.0], [0.0, 0.0, 0.0], [0.0, 0.0, 0.0], [0.0, 0.0, 0.0], [0.0, 0.0, 0.0], [0.0, 0.0, 0.0], [0.1, 0.0, 0.1], [0.0, 0.0, 0.0], [0.0, 0.1, 0.1], [0.1, -0.1, 0.0], [0.1, 0.0, 0.0], [0.1, 0.0, -0.1], [0.0, 0.0, -0.1], [-0.1, 0.0, 0.1], [0.0, 0.0, 0.0], [0.0, 0.0, 0.0], [0.0, 0.0, 0.0], [0.0, 0.0, 0.0], [0.0, -0.1, 0.0], [0.0, 0.0, 0.0], [0.0, 0.0, 0.0], [0.0, 0.0, 0.0], [0.0, 0.1, 0.1], [0.0, 0.0, 0.0], [0.0, 0.0, 0.0], [0.0, 0.0, 0.0], [0.0, 0.0, 0.0]],
  "gap_ev": [7.56, 5.71],
  "s_squared": 8.791,
  "e_lumo_ev": [-2.826, -4.976],
  "total_charge": 1,
  "largest_force_ev_per_a": 0.913,
  "multiplicity": 6
}



No. 2
{
  "formula": "C25H28N2O3",
  "method": "ωB97M-V with the def2-TZVPD basis set",
  "elements": ["C", "O", "C", "C", "C", "C", "C", "C", "C", "C", "C", "C", "N", "C", "O", "C", "C", "C", "N", "C", "C", "C", "C", "C", "C", "O", "C", "C", "C", "C", "H", "H", "H", "H", "H", "H", "H", "H", "H", "H", "H", "H", "H", "H", "H", "H", "H", "H", "H", "H", "H", "H", "H", "H", "H", "H", "H", "H"],
  "xyz": [[4.281067, 3.982248, -4.265140], [4.867229, 2.756317, -3.904075], [4.173866, 1.917143, -3.083627], [4.811554, 0.716116, -2.767763], [4.193524, -0.195870, -1.938491], [2.941532, 0.069319, -1.410359], [2.292014, 1.258452, -1.721997], [0.955966, 1.547775, -1.177564], [-0.034139, 2.124490, -1.970083], [-1.286222, 2.378238, -1.442988], [-1.583807, 2.067245, -0.128267], [-0.606678, 1.483403, 0.670829], [-0.835974, 1.081771, 1.991594], [-2.032475, 0.904681, 2.619979], [-3.069109, 1.403229, 2.238863], [-2.005264, 0.013377, 3.867999], [-3.192419, -0.950200, 3.752518], [-2.955821, -1.888981, 2.575375], [-1.748181, -2.679944, 2.763314], [-1.543830, -3.620402, 1.664399], [-1.195805, -2.961748, 0.363235], [0.008020, -2.731171, -0.236719], [-0.257703, -1.939489, -1.382313], [-1.603451, -1.730168, -1.398328], [-2.474260, -0.962231, -2.325065], [-2.176788, -2.349797, -0.343164], [-0.563839, -1.862501, 2.970258], [-0.762143, -0.847332, 4.094847], [0.655547, 1.233278, 0.141094], [2.914965, 2.179946, -2.561769], [5.003388, 4.474110, -4.914793], [3.344648, 3.835214, -4.813422], [4.094361, 4.613462, -3.390051], [5.787666, 0.527148, -3.185004], [4.691382, -1.124564, -1.701570], [2.457595, -0.656367, -0.775053], [0.173289, 2.352465, -3.004948], [-2.048695, 2.823994, -2.064876], [-2.561531, 2.261553, 0.278554], [-0.018237, 0.703311, 2.446296], [-2.156813, 0.675727, 4.728554], [-4.110755, -0.388666, 3.582099], [-3.291431, -1.527008, 4.672596], [-3.791702, -2.588402, 2.489067], [-2.921242, -1.290430, 1.651357], [-0.729639, -4.293483, 1.945792], [-2.462412, -4.201588, 1.553768], [0.962731, -3.092435, 0.089889], [0.454277, -1.571863, -2.092633], [-1.862488, -0.477827, -3.079777], [-3.193074, -1.621153, -2.811323], [-3.028992, -0.203087, -1.775072], [0.254246, -2.540667, 3.236753], [-0.273800, -1.348880, 2.038421], [-0.911039, -1.394086, 5.028508], [0.143097, -0.246032, 4.218127], [1.419713, 0.794786, 0.768894], [2.408080, 3.107574, -2.776750]],
  "atomic_forces_ev_per_a": [[-0.1, 0.2, -0.1], [0.1, -0.4, 0.2], [0.1, -0.1, 0.0], [0.0, 0.1, -0.1], [0.1, 0.1, -0.1], [-0.2, 0.1, 0.0], [0.3, -0.2, 0.0], [-0.3, 0.1, 0.2], [0.1, 0.0, -0.1], [0.1, 0.0, 0.0], [-0.2, 0.0, 0.1], [-0.1, 0.1, -0.3], [0.4, 0.1, 0.1], [0.2, 0.0, 0.4], [-0.2, 0.0, -0.2], [-0.2, -0.1, 0.2], [-0.1, 0.0, -0.2], [-0.2, 0.1, 0.2], [0.0, 0.0, 0.2], [-0.1, 0.2, -0.2], [0.9, -0.4, 0.2], [-0.5, -0.3, 0.3], [-0.6, 0.2, -0.1], [0.7, 0.3, -0.5], [-0.1, -0.2, 0.3], [-0.4, 0.0, 0.0], [0.1, 0.0, 0.1], [0.0, 0.0, -0.2], [0.0, 0.1, -0.1], [0.1, 0.2, -0.2], [-0.1, 0.0, 0.0], [0.0, 0.0, 0.0], [0.0, 0.0, 0.0], [0.1, 0.0, -0.1], [0.0, -0.1, 0.0], [-0.1, -0.1, 0.1], [0.0, 0.0, -0.1], [-0.1, 0.0, 0.0], [0.0, 0.0, 0.0], [-0.3, -0.1, 0.0], [0.0, 0.0, -0.1], [0.0, 0.0, 0.0], [0.0, 0.0, 0.1], [0.0, 0.1, -0.1], [-0.1, -0.1, 0.0], [-0.1, 0.0, -0.1], [0.1, -0.1, 0.0], [0.2, -0.1, 0.2], [0.1, 0.1, -0.2], [0.0, 0.0, 0.0], [-0.1, 0.0, -0.1], [0.0, 0.1, 0.0], [0.0, 0.1, -0.1], [0.0, -0.1, 0.1], [0.1, 0.1, 0.0], [0.0, 0.0, 0.0], [0.1, -0.1, 0.1], [0.0, 0.1, 0.0]],
  "gap_ev": 8.82,
  "e_lumo_ev": 0.663,
  "largest_force_ev_per_a": 1.005,
  "smiles": "COc1cccc(-c2cccc(NC(=O)C3CCN(Cc4ccc(C)o4)CC3)c2)c1"
}



No. 3
{
  "formula": "C25H28N2O3",
  "method": "ωB97M-V with the def2-TZVPD basis set",
  "elements": ["C", "O", "C", "C", "C", "C", "C", "C", "C", "C", "O", "N", "C", "C", "C", "C", "C", "O", "C", "C", "C", "C", "C", "C", "C", "C", "C", "N", "C", "C", "H", "H", "H", "H", "H", "H", "H", "H", "H", "H", "H", "H", "H", "H", "H", "H", "H", "H", "H", "H", "H", "H", "H", "H", "H", "H", "H", "H"],
  "xyz": [[8.911099, 0.330795, 0.295192], [7.945919, 1.234054, -0.186580], [6.634639, 0.880035, -0.128491], [5.728635, 1.813525, -0.637803], [4.375781, 1.562136, -0.621117], [3.881226, 0.365734, -0.098082], [2.450011, 0.054332, -0.066827], [1.469047, 1.074616, -0.092326], [0.136471, 0.751253, -0.050023], [-0.828880, 1.894841, 0.018248], [-0.746484, 2.861022, -0.712801], [-1.743470, 1.799386, 1.016760], [-2.570811, 2.912594, 1.418898], [-4.063988, 2.868640, 0.975414], [-4.507854, 1.534113, 0.356617], [-4.210135, 1.726920, -1.137540], [-3.954909, 3.241722, -1.265311], [-4.328018, 3.820438, -0.026686], [-0.236095, -0.619022, -0.042028], [-1.558980, -1.091006, -0.114978], [-1.851416, -2.431340, -0.088231], [-3.280804, -2.904221, -0.178897], [-3.681976, -3.669104, 1.084453], [-3.488081, -3.766774, -1.425525], [-0.793797, -3.356276, 0.017904], [0.505079, -2.940477, 0.061911], [0.824902, -1.566315, 0.016229], [2.119407, -1.215217, 0.019455], [4.792319, -0.566581, 0.393002], [6.150700, -0.319408, 0.386721], [8.892457, -0.611986, -0.260891], [8.774042, 0.126835, 1.362094], [9.872742, 0.818559, 0.143491], [6.118984, 2.732369, -1.046292], [3.703476, 2.293233, -1.042945], [1.756483, 2.113973, -0.102285], [-1.720728, 0.988852, 1.615055], [-2.134509, 3.811430, 0.973048], [-2.522553, 2.999421, 2.507271], [-4.682721, 3.151052, 1.832178], [-5.579263, 1.411369, 0.515510], [-3.997666, 0.680334, 0.796673], [-3.328246, 1.172453, -1.455811], [-5.051393, 1.409910, -1.751394], [-4.559001, 3.718346, -2.038164], [-2.894435, 3.436023, -1.466526], [-2.360375, -0.376494, -0.225681], [-3.927516, -2.023147, -0.265144], [-4.730734, -3.952746, 1.033352], [-3.088155, -4.572779, 1.195602], [-3.533673, -3.051211, 1.967862], [-2.894193, -4.675647, -1.372447], [-4.535184, -4.046304, -1.517723], [-3.196177, -3.217612, -2.317999], [-1.016502, -4.412343, 0.048031], [1.321599, -3.643418, 0.115598], [4.411676, -1.495917, 0.786757], [6.822045, -1.064991, 0.783220]],
  "atomic_forces_ev_per_a": [[0.2, -0.2, 0.1], [-0.3, 0.2, -0.1], [-0.2, 0.1, -0.1], [0.3, 0.0, 0.0], [0.0, -0.2, 0.1], [0.5, 0.0, 0.1], [-0.5, -0.3, 0.0], [-0.4, -0.1, 0.0], [0.6, -0.1, -0.2], [-0.1, -0.1, 0.2], [0.1, 0.2, -0.2], [0.0, -0.1, 0.2], [-0.3, 0.3, -0.1], [0.1, -0.2, 0.3], [-0.1, 0.2, 0.1], [0.0, 0.1, 0.0], [0.2, 0.0, -0.4], [-0.2, 0.2, 0.1], [0.5, -0.1, 0.1], [-0.2, -0.3, 0.0], [-0.2, 0.5, 0.0], [0.0, -0.2, 0.0], [0.0, 0.2, -0.1], [-0.1, 0.2, 0.1], [0.3, 0.0, 0.0], [-0.2, -0.1, 0.0], [-0.6, 0.3, 0.0], [0.5, 0.1, -0.1], [-0.2, 0.2, -0.1], [0.4, 0.1, 0.0], [0.0, 0.0, 0.0], [0.0, 0.0, 0.0], [0.0, -0.1, 0.0], [0.0, 0.1, -0.1], [-0.1, 0.1, 0.0], [0.0, 0.1, 0.0], [0.1, 0.0, -0.1], [-0.1, -0.1, 0.2], [0.0, 0.0, -0.1], [0.1, 0.0, -0.1], [0.0, 0.0, 0.0], [0.0, -0.1, 0.0], [0.0, 0.0, 0.0], [0.0, 0.0, 0.0], [0.0, 0.0, 0.0], [-0.2, 0.0, 0.0], [-0.1, 0.0, 0.0], [0.1, 0.0, 0.0], [-0.1, -0.1, 0.0], [0.1, -0.1, 0.0], [0.0, 0.0, 0.1], [0.1, -0.1, 0.0], [-0.1, -0.1, 0.0], [0.0, 0.0, -0.1], [0.0, -0.1, 0.0], [0.1, -0.1, 0.0], [0.0, -0.1, 0.0], [0.1, 0.0, 0.0]],
  "gap_ev": 7.97,
  "e_lumo_ev": -0.042,
  "largest_force_ev_per_a": 0.697,
  "smiles": "COc1ccc(-c2cc(C(=O)NC[C@@H]3CCCO3)c3cc(C(C)C)ccc3n2)cc1"
}